Record 1
C37H32BiO6S5 as an isolated structure, computed with ωB97M-V with the def2-TZVPD basis set.

F_max ... 0.25 eV/Å
Orbital gap ... 7.94 eV

The geometry in ORCA input format:
```
! wB97M-V def2-TZVPD RIJCOSX def2/J DEFGRID3
* xyz 1 1
Bi 3.80826 -1.32631 0.43267
C 0.20122 6.29447 3.23826
C 0.70043 5.19681 2.34266
C 1.25514 4.03666 2.87138
C 1.71295 3.01657 2.04969
C 1.59535 3.16662 0.68099
C 1.07864 4.32660 0.11875
C 0.63094 5.33081 0.95525
S 2.17236 1.89324 -0.41804
O 2.60698 0.77644 0.53980
C 0.65812 1.42732 -1.25321
C 0.79346 1.43965 -2.65745
C -0.25560 1.06952 -3.44652
C -1.46397 0.62272 -2.86858
C -2.54062 0.16476 -3.67049
C -3.68617 -0.29783 -3.09637
C -3.81944 -0.32476 -1.68808
C -2.80904 0.11827 -0.88884
C -1.60072 0.60714 -1.45697
C -0.52294 1.05005 -0.64351
C -0.68094 1.04922 0.84248
C -1.41040 2.08186 1.50634
C -2.07557 3.10896 0.79511
C -2.78439 4.06716 1.46266
C -2.84632 4.05941 2.87133
C -2.20174 3.08791 3.58286
C -1.47528 2.07158 2.91996
C -0.79859 1.05760 3.64844
C -0.14112 0.05421 3.00625
C -0.13472 0.04212 1.59366
S 0.61362 -1.27709 0.68470
O 1.86113 -1.66102 1.52025
C -0.60437 -2.54459 0.81065
C -0.70852 -3.34272 -0.32230
C -1.65856 -4.35031 -0.35823
C -2.50034 -4.57561 0.72543
C -3.51161 -5.68455 0.70145
C -2.37483 -3.76180 1.85499
C -1.43653 -2.75112 1.90821
H -0.01842 5.91992 4.23706
H -0.70381 6.74773 2.83355
H 0.94981 7.08334 3.33416
H 1.32080 3.92001 3.94660
H 2.12742 2.10762 2.46264
H 1.00620 4.43636 -0.95738
H 0.20713 6.23139 0.52760
H 1.73983 1.73466 -3.09333
H -0.15936 1.07957 -4.52477
H -2.43034 0.18346 -4.74748
H -4.50011 -0.64991 -3.71601
H -4.73246 -0.70029 -1.24539
H -2.91716 0.09117 0.18792
H -2.02611 3.12139 -0.28630
H -3.30091 4.84038 0.90900
H -3.41064 4.82545 3.38684
H -2.24539 3.07648 4.66514
H -0.82357 1.08948 4.73088
H 0.38125 -0.72113 3.55158
H -0.04823 -3.16976 -1.16312
H -1.74540 -4.97014 -1.24163
H -3.70936 -6.02092 -0.31460
H -4.45177 -5.36976 1.15350
H -3.14459 -6.54004 1.27188
H -3.02743 -3.92687 2.70346
H -1.36503 -2.12850 2.78827
C 4.68929 -4.58319 -1.86902
S 4.18239 -4.19215 -0.23111
O 3.82761 -5.38611 0.45436
O 5.23801 -3.34554 0.37150
O 3.01120 -3.22447 -0.39710
H 5.51824 -5.28337 -1.79430
H 4.99857 -3.66777 -2.36939
H 3.84361 -5.04577 -2.37354
C 3.39497 -2.59559 -5.25441
O 3.96832 -1.88527 -4.14558
C 3.18500 -1.57275 -3.12173
S 1.61384 -1.98180 -2.97617
S 4.10903 -0.55329 -2.01568
H 4.20559 -2.70657 -5.96678
H 2.57302 -2.02262 -5.68007
H 3.02275 -3.56482 -4.92666
*
```

And the Löwdin charges, in e, turn out to be: Bi 1.737; C -0.038; C -0.258; C -0.022; C -0.062; C -0.378; C -0.068; C -0.027; S 1.070; O -0.748; C -0.318; C -0.100; C -0.023; C -0.144; C -0.017; C -0.054; C -0.050; C -0.007; C -0.102; C -0.148; C -0.147; C -0.108; C -0.008; C -0.053; C -0.060; C -0.022; C -0.154; C 0.002; C -0.060; C -0.313; S 1.057; O -0.657; C -0.353; C -0.064; C -0.014; C -0.248; C -0.036; C -0.017; C -0.039; H 0.080; H 0.081; H 0.091; H 0.125; H 0.112; H 0.122; H 0.125; H 0.110; H 0.126; H 0.119; H 0.111; H 0.111; H 0.122; H 0.126; H 0.113; H 0.113; H 0.120; H 0.126; H 0.123; H 0.053; H 0.122; H 0.081; H 0.085; H 0.094; H 0.123; H 0.105; C -0.114; S 0.433; O -0.249; O -0.474; O -0.569; H 0.084; H 0.058; H 0.082; C -0.080; O -0.236; C -1.255; S 0.744; S 0.547; H 0.099; H 0.083; H 0.080

Record 2
C4H8KO7P as an isolated structure at a distorted geometry, computed with ωB97M-V with the def2-TZVPD basis set.

F_max ... 4.13 eV/Å
Orbital gap (spin up / spin down) ... 4.93 / 4.83 eV

The geometry in ORCA input format:
```
! wB97M-V def2-TZVPD RIJCOSX def2/J DEFGRID3
* xyz -1 2
K 0.33104 1.93121 -1.78323
P 1.28837 4.51830 0.20675
O 2.85836 4.64635 0.32750
O 0.79214 3.10689 0.58920
O 0.85776 4.68576 -1.25955
O 0.86378 5.76682 1.10598
C 0.75796 -0.55680 1.98309
C -0.78473 -0.65219 1.57379
O -1.13900 -1.76208 0.83849
C -1.05991 -1.72032 -0.53159
O -0.70419 -0.78446 -1.22243
O -1.23388 -2.96671 -1.00987
C -0.97381 -3.36724 -2.42639
H 1.30850 0.12254 1.33233
H 1.18419 -1.55933 1.94590
H 0.68330 -0.31750 3.04387
H -1.08768 0.29652 1.13077
H -1.35119 -0.79480 2.49405
H 0.07740 -3.26737 -2.69671
H -1.61705 -2.87283 -3.15433
H -1.05136 -4.45275 -2.48761
*
```

And the Löwdin charges, in e, turn out to be: K 0.841; P -0.109; O -0.311; O -0.565; O -0.529; O -0.330; C -0.021; C -0.221; O 0.018; C -0.524; O 0.057; O -0.013; C 0.002; H 0.069; H 0.066; H 0.070; H 0.123; H 0.116; H 0.087; H 0.091; H 0.084

Record 3
The molecule C4H5NOS at a distorted geometry, computed with ωB97M-V with the def2-TZVPD basis set.

F_max ... 7.80 eV/Å
Orbital gap ... 7.85 eV

The geometry in ORCA input format:
```
! wB97M-V def2-TZVPD RIJCOSX def2/J DEFGRID3
* xyz 0 1
C -0.58326 -0.74573 -1.87391
C -1.83215 -0.73999 -1.30832
C 0.03667 -0.04410 0.31201
C 0.91873 0.37655 1.46362
N 0.48050 -0.35168 -1.19312
O -2.45590 -0.59260 1.29429
S -1.71246 0.06795 0.22856
H -0.44026 -0.85040 -2.89054
H -2.76666 -1.07622 -1.81703
H 0.53087 1.13776 2.19979
H 1.85562 0.95371 1.19901
H 0.91964 -0.59606 1.94380
*
```

And the Löwdin charges, in e, turn out to be: C -0.323; C -0.248; C -0.321; C -0.088; N 0.059; O -0.484; S 0.947; H 0.083; H 0.099; H 0.095; H 0.102; H 0.081

Record 4
C35H36Cl3CrN6OPS as an isolated structure at a distorted geometry, computed with ωB97M-V with the def2-TZVPD basis set.

F_max ... 2.43 eV/Å
Orbital gap (spin up / spin down) ... 3.22 / 4.37 eV

The geometry in ORCA input format:
```
! wB97M-V def2-TZVPD RIJCOSX def2/J DEFGRID3
* xyz 3 4
Cr 0.11480 0.19280 -0.14090
N 1.80970 -1.53020 1.66570
P 1.92040 0.14720 1.33210
C 3.48060 0.30360 0.41910
C 3.35630 0.48320 -0.95920
C 4.48430 0.51860 -1.75720
C 5.73820 0.37490 -1.17630
C 5.86630 0.20160 0.19430
C 4.74020 0.16690 0.99960
C 2.10330 0.94160 2.93240
C 2.88510 2.09440 3.01780
C 2.89940 2.83080 4.18920
C 2.12060 2.43650 5.26840
C 1.33750 1.29280 5.18340
C 1.31400 0.55170 4.01510
C 1.52490 -2.30110 0.55140
C 2.05810 -3.58110 0.38360
C 1.77290 -4.28240 -0.76930
C 0.94210 -3.69380 -1.72330
C 0.43960 -2.43730 -1.48010
N 0.70780 -1.73820 -0.36330
H 2.46620 -1.94750 2.32070
H 2.34560 0.59110 -1.39290
H 4.40030 0.65760 -2.82410
H 6.61960 0.40490 -1.79730
H 6.84480 0.08800 0.63370
H 4.83330 0.03040 2.06810
H 3.49640 2.39140 2.17620
H 3.51730 3.71180 4.26280
H 2.11940 3.01520 6.17950
H 0.75430 0.97940 6.03520
H 0.71140 -0.34440 3.94310
H 2.71900 -3.98690 1.13320
H 2.19570 -5.26090 -0.94000
H 0.70470 -4.20950 -2.63810
H -0.20540 -1.95250 -2.20470
N -1.70740 0.21180 -1.43160
C -2.74780 -0.58860 -0.75460
C -2.74020 -0.21490 0.72320
N -1.38250 -0.46710 1.23850
H -2.04480 1.17660 -1.47560
H -1.66370 -0.09150 -2.40370
H -2.50690 -1.65190 -0.86460
H -3.73760 -0.41790 -1.18820
H -3.48970 -0.79820 1.27050
H -2.97170 0.84920 0.84450
H -1.28190 -1.47780 1.36620
H -1.29560 -0.05440 2.16740
Cl -3.95200 2.36700 -4.97150
C -2.96550 3.48540 -4.11220
C -3.21370 3.74130 -2.76610
C -2.39820 4.62440 -2.08260
C -1.32100 5.24590 -2.70590
C -0.37440 6.11030 -1.89580
C 0.92970 5.30510 -1.65280
N 0.65230 4.19920 -0.78230
C 0.58290 4.26690 0.57480
C 0.19530 3.03470 1.01250
N 0.01500 2.21560 -0.06840
C 0.29450 2.95970 -1.13500
O -0.01130 7.30960 -2.52190
C -0.85350 8.41410 -2.23400
C -0.49900 9.01380 -0.90110
C -1.26510 8.92740 0.24990
Cl -2.79800 8.22630 0.40310
S -0.48610 9.67400 1.63100
C 0.86150 10.06100 0.66430
C 0.72150 9.65730 -0.64360
C -1.09460 4.99280 -4.06490
Cl 0.21030 5.73760 -4.90620
C -1.91880 4.12050 -4.76280
H -4.05940 3.28290 -2.28050
H -2.60980 4.84490 -1.04560
H -0.82920 6.31440 -0.91260
H 1.66730 5.96270 -1.19320
H 1.32910 4.95240 -2.60370
H 0.81290 5.16280 1.11190
H 0.03840 2.70180 2.02120
H 0.20690 2.64030 -2.15820
H -1.90520 8.11600 -2.26020
H -0.65840 9.13250 -3.03270
H 1.70190 10.57900 1.08890
H 1.46880 9.81950 -1.39950
H -1.75230 3.94280 -5.81240
*
```

And the Löwdin charges, in e, turn out to be: Cr 0.805; N -0.068; P 1.015; C -0.342; C -0.109; C -0.040; C -0.018; C -0.024; C -0.061; C -0.365; C -0.089; C -0.030; C -0.017; C -0.038; C -0.092; C -0.358; C 0.044; C 0.023; C -0.003; C -0.098; N -0.051; H 0.141; H 0.078; H 0.122; H 0.129; H 0.128; H 0.122; H 0.113; H 0.125; H 0.129; H 0.125; H 0.101; H 0.136; H 0.141; H 0.132; H 0.115; N -0.008; C -0.191; C -0.176; N 0.000; H 0.094; H 0.118; H 0.129; H 0.146; H 0.150; H 0.138; H 0.126; H 0.120; Cl 0.725; C -0.676; C -0.115; C -0.035; C -0.194; C -0.299; C -0.037; N -0.025; C 0.022; C -0.102; N -0.094; C -0.117; O -0.136; C -0.131; C -0.323; C -0.978; Cl 0.678; S 1.016; C -0.404; C -0.134; C -0.569; Cl 0.824; C -0.107; H 0.105; H 0.121; H 0.138; H 0.156; H 0.118; H 0.153; H 0.116; H 0.158; H 0.120; H 0.148; H 0.073; H 0.121; H 0.115

Record 5
The molecule C2H4Cl2FN at a distorted geometry, computed with ωB97M-V with the def2-TZVPD basis set.

SMILES string ... FNCC(Cl)Cl
F_max ... 3.83 eV/Å
Orbital gap ... 11.16 eV

The geometry in ORCA input format:
```
! wB97M-V def2-TZVPD RIJCOSX def2/J DEFGRID3
* xyz 0 1
F 1.71446 1.17943 0.83267
N 1.35700 -0.20783 0.50782
C 0.32196 -0.10401 -0.48823
C -1.24455 -0.04846 0.28207
Cl -2.24753 -1.28157 -0.58053
Cl -1.87534 1.56737 0.07383
H 2.24863 -0.60116 0.19880
H 0.34792 -0.93565 -1.07378
H 0.51363 0.66651 -1.19414
H -1.13620 -0.23461 1.44150
*
```

And the Löwdin charges, in e, turn out to be: F -0.131; N -0.009; C -0.245; C -1.048; Cl 0.513; Cl 0.556; H 0.120; H 0.049; H 0.093; H 0.101

Record 6
C39H52HfN5O11 as an isolated structure at a distorted geometry, computed with ωB97M-V with the def2-TZVPD basis set.

F_max ... 7.40 eV/Å
Orbital gap ... 1.75 eV

The geometry in ORCA input format:
```
! wB97M-V def2-TZVPD RIJCOSX def2/J DEFGRID3
* xyz 1 1
Hf -18.91623 0.68857 8.29930
C -25.19160 -0.38352 5.58658
C -25.26558 -0.10133 7.06655
C -26.66622 -0.32715 7.57636
C -27.03037 -1.83233 7.82643
C -25.85450 -2.68901 8.39731
C -24.35773 -2.39413 7.85088
N -24.23381 -0.90981 7.82796
O -22.90685 -0.39824 7.62377
C -24.13603 -3.26853 6.55016
C -23.46741 -2.91863 9.04293
C -25.08782 1.42461 7.28478
H -24.20580 -0.79259 5.36530
H -25.14271 0.50561 4.95797
H -25.93526 -1.09793 5.23347
H -27.31542 0.13617 6.83341
H -26.82421 0.14150 8.54770
H -27.28622 -2.11289 6.80469
H -27.78988 -1.93324 8.60171
H -26.06754 -3.72321 8.12687
H -25.77805 -2.52168 9.47168
H -24.97873 -3.24404 5.85925
H -23.89296 -4.31149 6.75327
H -23.42403 -2.75793 5.90174
H -23.49555 -2.32564 9.95708
H -22.38952 -2.97673 8.89168
H -23.85712 -3.83323 9.48984
H -24.18299 1.82358 6.82631
H -25.03173 1.71231 8.33463
H -25.84241 1.95680 6.70557
C -17.17791 5.34739 12.35901
C -16.41663 4.64585 11.15885
C -15.00523 4.37253 11.64933
O -17.03567 3.46517 10.57400
H -16.91481 4.99516 13.35641
H -18.22464 5.04346 12.36785
H -17.33763 6.42463 12.31254
H -16.55685 5.45412 10.44112
H -14.77526 3.55679 12.33474
H -14.59303 5.21598 12.20321
H -14.38099 4.41112 10.75663
C -16.94482 -4.24962 11.45081
C -17.14921 -2.84347 11.60211
C -15.86269 -2.10244 12.10581
O -17.75083 -2.19728 10.48869
H -17.89138 -4.69793 11.14891
H -16.68279 -4.77955 12.36657
H -16.23480 -4.71525 10.76732
H -17.84192 -2.63718 12.41802
H -15.17820 -2.03300 11.26039
H -15.44076 -2.64744 12.95023
H -16.05449 -1.09536 12.47611
C -9.95304 1.57867 6.81367
C -10.29425 0.75204 5.72250
C -11.48622 0.10130 5.75692
C -12.37471 0.18595 6.83758
C -12.07711 1.03022 7.93506
C -10.83545 1.74191 7.88762
N -13.68189 -0.47513 6.76201
O -14.61160 0.05779 7.35234
O -13.80398 -1.39362 5.91589
H -9.06011 2.17500 6.92969
H -9.67961 0.60745 4.84631
H -11.63812 -0.68431 5.03155
H -12.79945 1.15630 8.72799
H -10.48072 2.33700 8.71614
C -25.14871 -1.20629 15.00563
C -23.97576 -1.00591 15.73774
C -22.96754 -0.28691 15.17900
C -22.99005 0.06202 13.81767
C -24.16321 -0.04843 13.08825
C -25.23219 -0.72428 13.66702
N -21.90258 0.79068 13.24114
O -21.21244 1.47866 13.96569
O -21.54715 0.57600 12.02101
H -25.92472 -1.80184 15.46337
H -23.91365 -1.33378 16.76489
H -22.06249 -0.10594 15.73984
H -24.09924 0.26004 12.05522
H -26.04093 -0.84969 12.96231
C -18.74475 -7.88788 5.29101
C -18.89672 -7.00740 6.37044
C -19.01426 -5.65926 6.08457
C -19.08251 -5.16417 4.83495
C -18.99968 -6.03487 3.76357
C -18.71262 -7.35420 4.02257
N -19.18618 -3.68103 4.63747
O -19.57317 -3.32261 3.52757
O -18.91326 -2.93734 5.56343
H -18.76256 -8.94206 5.52508
H -19.03908 -7.39821 7.36713
H -19.22285 -4.95923 6.88009
H -19.15830 -5.66424 2.76164
H -18.51818 -7.91514 3.12039
C -13.31571 -1.79581 19.24013
C -14.63610 -2.07828 18.90622
C -15.43446 -2.46418 19.93993
C -15.04092 -2.71570 21.26912
C -13.69816 -2.54554 21.53289
C -12.89048 -2.01075 20.55999
N -16.00422 -3.24272 22.34876
O -17.17459 -3.46755 22.03982
O -15.59286 -3.18828 23.49011
H -12.71813 -1.38432 18.44014
H -15.00350 -1.73617 17.95000
H -16.47454 -2.51669 19.65380
H -13.23393 -2.73108 22.49021
H -11.88821 -1.73803 20.85574
*
```

Atom charges from the Löwdin analysis, given in e for atoms 1 to 99: Hf 1.227; C -0.009; C -0.488; C -0.148; C -0.135; C -0.107; C -0.403; N 0.063; O -0.021; C 0.001; C -0.039; C -0.034; H 0.082; H 0.104; H 0.095; H 0.132; H 0.120; H 0.102; H 0.115; H 0.120; H 0.106; H 0.076; H 0.099; H 0.075; H 0.076; H 0.082; H 0.090; H 0.080; H 0.093; H 0.099; C -0.064; C -0.491; C -0.090; O -0.211; H 0.074; H 0.061; H 0.073; H 0.131; H 0.083; H 0.070; H 0.068; C -0.104; C -0.583; C -0.037; O -0.204; H 0.080; H 0.088; H 0.090; H 0.136; H 0.077; H 0.076; H 0.071; C -0.058; C -0.063; C -0.030; C -0.140; C 0.025; C -0.056; N -0.327; O 0.033; O 0.055; H 0.104; H 0.111; H 0.119; H 0.110; H 0.101; C -0.037; C -0.068; C -0.003; C -0.165; C -0.018; C -0.051; N -0.318; O 0.102; O -0.012; H 0.106; H 0.116; H 0.124; H 0.111; H 0.099; C -0.054; C -0.048; C -0.037; C -0.153; C -0.005; C -0.072; N -0.332; O 0.070; O 0.040; H 0.111; H 0.109; H 0.118; H 0.122; H 0.113; C -0.060; C -0.083; C -0.034; C -0.095; C -0.028

Number 1: calculated total energy -4085.9594 Eh. Number 2: calculated total energy -1625.3001 Eh. Number 3: calculated total energy -683.4434 Eh. Number 4: calculated total energy -4922.8772 Eh. Number 5: calculated total energy -1153.5032 Eh. Number 6: calculated total energy -2665.3100 Eh.